[1]
Entry from the OMol25 dataset: a structure of composition C47H41N4O5SiTaTe (ωB97M-V/def2-TZVPD).

Calculated values
- Max |F|: 0.0414 Eh/bohr
- Electronic energy: -3025.615762 Eh
- Total charge: 0
- Relative energy (zero: lowest compared OMol25 entry of this formula, charge and spin): 0.0 kJ/mol

Last column: Mulliken charge in e.
Cartesian coordinates (Å):
Ta 1.001088 0.775606 -1.349599  0.776
C -8.701712 0.192306 9.410501  -0.834
O -8.888912 0.180006 8.014901  -0.457
C -7.807012 0.125006 7.202301  0.894
C -6.481512 0.107206 7.626301  -0.534
C -5.460012 0.050106 6.697601  -0.821
C -5.732712 0.015306 5.333001  0.271
C -7.066712 0.035206 4.912501  -0.591
C -8.083712 0.086806 5.831101  -0.561
C -4.690412 -0.012694 4.335601  0.371
N -4.899112 0.149706 3.047701  -0.802
C -3.682112 0.082106 2.455401  0.782
C -2.695812 -0.144394 3.421001  0.073
N -3.360512 -0.197394 4.612301  -0.082
C -1.323312 -0.272994 3.104701  0.303
C -0.300712 -0.600094 4.009101  -0.482
C 0.992788 -0.690994 3.548201  -1.452
C 1.251788 -0.385294 2.208901  -0.087
N 0.310288 -0.059594 1.351501  0.507
C -0.966712 -0.055094 1.748501  -0.368
C -1.979012 0.175106 0.740901  -0.283
N -1.575312 0.319106 -0.529099  0.150
C -2.467112 0.502006 -1.476099  -0.417
C -3.842312 0.568006 -1.239399  -1.211
C -4.285412 0.430006 0.056201  -0.202
C -3.350112 0.223906 1.078501  0.162
H -9.704112 0.196706 9.836201  0.239
H -8.167012 1.089906 9.739001  0.335
H -8.167712 -0.700394 9.752301  0.337
H -6.229912 0.140406 8.674201  0.398
H -4.441312 0.046606 7.057201  0.233
H -7.269612 0.006006 3.854501  0.488
H -9.116212 0.098106 5.524601  0.429
H -2.948612 -0.335694 5.520201  0.199
H -0.531712 -0.793494 5.048801  0.415
H 1.804888 -0.969394 4.203201  0.482
H 2.261988 -0.400294 1.818701  0.411
H -2.066612 0.629306 -2.473899  0.514
H -4.522812 0.729406 -2.062299  0.486
H -5.330912 0.472506 0.318401  0.600
O 3.563288 -0.543094 -1.424799  -0.223
C 3.460088 -1.912494 -1.019699  3.586
C 1.931088 -2.150894 -0.811099  -0.305
O 1.492088 -3.252394 -0.554599  -0.686
O 1.234488 -1.087394 -0.923999  -0.084
C 4.180688 -2.177394 0.287801  -1.070
C 5.026188 -1.221694 0.839401  0.043
C 5.689988 -1.480694 2.026301  -1.002
C 5.487788 -2.677494 2.691001  -0.458
C 4.621988 -3.620694 2.159601  -1.016
C 3.990388 -3.384594 0.952001  -0.194
C 4.012088 -2.706994 -2.185599  -0.133
C 3.184188 -3.046694 -3.246499  -0.516
C 3.724788 -3.451794 -4.453299  -0.831
C 5.099988 -3.507494 -4.607599  -0.520
C 5.929788 -3.221994 -3.535999  -0.897
C 5.391288 -2.827194 -2.325799  -0.206
H 4.446388 -0.386094 -1.790199  0.443
H 5.161188 -0.263494 0.359201  0.311
H 6.359188 -0.734394 2.428801  0.443
H 6.002488 -2.877394 3.618701  0.425
H 4.431788 -4.544394 2.687101  0.438
H 3.324188 -4.117994 0.525301  0.503
H 2.113288 -2.973394 -3.130699  0.483
H 3.068988 -3.693794 -5.277399  0.403
H 5.531088 -3.756894 -5.564699  0.410
H 7.002488 -3.281294 -3.647199  0.411
H 6.042088 -2.579694 -1.498699  0.401
C 4.328988 1.531206 -6.389199  -0.646
C 4.396788 2.035006 -5.080599  -0.937
C 3.491688 1.638406 -4.134499  -0.129
C 2.457588 0.726606 -4.451499  0.418
C 1.499988 0.307306 -3.491499  0.724
C 0.510188 -0.553894 -3.894799  -0.707
C 0.416488 -1.029994 -5.212799  -1.185
C 1.339688 -0.644094 -6.140299  -0.910
C 2.383288 0.233706 -5.783699  1.077
C 3.342688 0.650406 -6.729299  -0.922
H 5.051588 1.854906 -7.126199  0.421
H 5.175188 2.740106 -4.829399  0.459
H 3.531188 2.038806 -3.131499  0.301
H -0.233512 -0.907094 -3.184299  0.328
H -0.386512 -1.702594 -5.480299  0.458
H 1.282988 -0.996594 -7.159699  0.394
H 3.263488 0.262506 -7.735299  0.417
Te 2.694488 2.205906 -0.093399  -0.698
C -0.157612 4.876406 -0.871199  -1.159
Si -0.421512 3.744106 -2.393899  0.542
C -2.238312 3.866006 -2.974199  -1.191
C 0.688588 4.290206 -3.851899  -1.130
O -0.035912 2.229706 -1.983899  0.217
H -0.852912 5.710106 -0.868699  0.399
H 0.847388 5.285506 -0.856399  0.319
H -0.284412 4.325306 0.057601  0.282
H -2.493312 4.912806 -3.094599  0.407
H -2.937512 3.442906 -2.259399  0.303
H -2.395712 3.383806 -3.934899  0.304
H 0.422688 5.285606 -4.189999  0.463
H 0.586488 3.620306 -4.702099  0.271
H 1.736388 4.307806 -3.569099  0.281

Atoms 1-3, force components in eV/Å:
0.128 1.275 0.108
0.028 0.002 0.250
-0.022 -0.012 -0.299


[2]
Entry from the OMol25 dataset: a structure of composition C47H42N6O4P2STi (ωB97M-V/def2-TZVPD).

Calculated values
- Max |F|: 0.0100 Eh/bohr
- Electronic energy: -4375.479710 Eh
- Total charge: +2

Last column: Mulliken charge in e.
Cartesian coordinates (Å):
Ti -0.635577 -0.387048 0.761546  -0.015
C 2.488559 -0.314754 -1.624517  -2.305
N 3.554613 -0.938916 -0.875606  1.287
C 3.400129 -1.382235 0.476365  -1.822
P 1.972681 -2.482307 0.761849  1.312
C 1.414571 -3.209896 -0.765862  0.571
C 0.214085 -2.859560 -1.382954  -0.305
C -0.118793 -3.383201 -2.619564  -0.818
C 0.754222 -4.262136 -3.249658  -0.677
C 1.955633 -4.610726 -2.646820  -0.902
C 2.287321 -4.089209 -1.405904  -0.519
C 2.317138 -3.698190 1.993292  0.612
C 1.926264 -5.025739 1.821982  -0.451
C 2.209364 -5.947113 2.817746  -0.847
C 2.874501 -5.543948 3.967214  -0.511
C 3.257373 -4.216865 4.139556  -0.873
C 2.981742 -3.287611 3.154803  -0.592
C 4.884895 -0.767092 -1.364122  0.464
C 5.931996 -0.454208 -0.503086  -0.085
C 7.218229 -0.300129 -1.004183  -0.963
C 7.465162 -0.432120 -2.361684  -0.499
C 6.416560 -0.731701 -3.220365  -0.866
C 5.132954 -0.909784 -2.726667  -0.318
P 1.290676 0.757918 -0.688491  0.371
C 2.358850 1.777853 0.348333  0.619
C 2.040395 2.007666 1.686974  0.030
C 2.879156 2.763362 2.491812  -0.825
C 4.050704 3.285111 1.961156  -0.759
C 4.380345 3.055025 0.630385  -0.866
C 3.539400 2.305988 -0.176544  -0.419
C 0.628676 1.761641 -2.032254  1.382
C -0.120613 1.122172 -3.022538  -0.679
C -0.656081 1.857764 -4.066931  -0.753
C -0.453594 3.232183 -4.121071  -0.688
C 0.288566 3.868066 -3.136755  -0.844
C 0.832363 3.136533 -2.089727  -0.527
H 1.902331 -1.014658 -2.227558  0.641
H 2.937725 0.381554 -2.334585  1.228
H 3.319462 -0.586105 1.234256  0.521
H 4.274545 -1.980205 0.744267  1.072
H -0.495743 -2.171136 -0.924907  0.563
H -1.056155 -3.116062 -3.089294  0.521
H 0.493449 -4.678032 -4.213648  0.454
H 2.636867 -5.289092 -3.141974  0.493
H 3.229484 -4.363758 -0.944124  0.559
H 1.403593 -5.338298 0.926844  0.430
H 1.911277 -6.979127 2.694998  0.452
H 3.096240 -6.268381 4.739535  0.425
H 3.770077 -3.911692 5.041190  0.449
H 3.273932 -2.252801 3.295211  0.388
H 5.755296 -0.305903 0.555849  0.447
H 8.026849 -0.060407 -0.326255  0.415
H 8.466657 -0.303826 -2.748492  0.426
H 6.599232 -0.846057 -4.280626  0.424
H 4.329465 -1.178997 -3.402384  0.459
H 1.140214 1.586455 2.125078  0.109
H 2.620674 2.942488 3.526870  0.504
H 4.709667 3.873542 2.585677  0.457
H 5.294526 3.461968 0.218996  0.503
H 3.808742 2.142037 -1.213451  0.487
H -0.293803 0.050281 -2.983585  0.355
H -1.232545 1.363399 -4.837577  0.483
H -0.872929 3.806323 -4.936674  0.459
H 0.446442 4.937601 -3.182309  0.488
H 1.414397 3.638533 -1.326190  0.429
O -6.113791 3.130755 0.067575  -0.539
S -7.531974 3.181950 0.461547  1.093
O -7.857077 4.303898 1.304102  -0.670
O -8.434124 2.851476 -0.610070  -0.698
C -7.643504 1.738911 1.574412  -0.031
N -8.820133 1.172899 1.832599  -0.426
C -8.802640 0.052207 2.544833  -0.310
C -7.621225 -0.571682 2.948666  -0.649
C -6.472396 0.129473 2.660325  0.447
N -6.476014 1.300574 2.029846  -0.187
C -5.052036 -0.277752 2.734085  0.864
C -4.596822 -1.435723 2.111985  -1.083
C -3.311119 -1.452617 1.621559  -0.361
N -2.447431 -0.445864 1.844731  0.274
C -2.837975 0.585969 2.623781  -0.466
C -4.117740 0.703607 3.080834  -0.842
H -9.764591 -0.388281 2.780083  0.431
H -7.628645 -1.524846 3.459814  0.445
H -5.276935 -2.237955 1.860616  0.451
H -2.961122 -2.285551 1.021826  0.466
H -2.110721 1.368063 2.810745  0.511
H -4.434011 1.602617 3.590075  0.478
C -4.006299 4.634038 -1.447932  -1.425
C -3.281691 3.471541 -0.900140  1.195
C -3.694975 2.158031 -1.183487  -1.165
C -2.923060 1.094738 -0.798482  -0.747
N -1.744824 1.237134 -0.141246  1.654
C -1.401596 2.489557 0.219847  0.033
C -2.146444 3.597172 -0.089691  -1.197
H -4.995636 4.633985 -0.965299  0.279
H -4.160858 4.511544 -2.519633  0.361
H -3.488181 5.571529 -1.251099  0.419
H -4.629073 1.990151 -1.703161  0.447
H -3.235827 0.081792 -1.027270  0.492
H -0.461757 2.605768 0.753787  0.102
H -1.804055 4.574496 0.223520  0.545
O -0.422295 -1.990383 1.589004  -0.469
N 0.836160 -1.399660 1.384468  0.715

Atoms 1-3, force components in eV/Å:
-0.028 0.475 0.198
0.063 0.053 0.021
-0.008 -0.041 -0.083